(1)
# C2H3F2N

2 unconnected molecules or ions with the total composition C2H3F2N (the ωB97M-V functional and the def2-TZVPD basis, OMol25).

E_LUMO in eV: -0.01
M in g mol⁻¹: 79.05
Frontier orbital gap in eV: 11.072
Largest force on an atom in hartree/bohr: 0.1132
ΔE to the lowest compared entry with this formula, charge and spin in kcal per mole: 64.1

```
! wB97M-V def2-TZVPD RIJCOSX def2/J DEFGRID3
* xyz 0 1
C -0.6949 -0.0637 -0.4643
C 0.5038 0.5212 -0.0498
N -0.3561 0.1006 0.9729
F 1.2776 1.5509 -0.0961
F 1.8453 -0.9345 -0.0703
H -1.5202 0.6499 -0.7938
H -0.9801 -1.0766 -0.9560
H -0.0754 -0.7479 1.4576
*
```

(2)
# C2H7NO4

3 unconnected molecules or ions with the total composition C2H7NO4 (the ωB97M-V functional and the def2-TZVPD basis, OMol25).

E_LUMO in eV: 0.46
SMILES string: O=CNC=O.O.O
M in g mol⁻¹: 109.08
Frontier orbital gap in eV: 10.886
Largest force on an atom in hartree/bohr: 0.0554
ΔE to the lowest compared entry with this formula, charge and spin in kcal per mole: 34.0

```
! wB97M-V def2-TZVPD RIJCOSX def2/J DEFGRID3
* xyz 0 1
O 1.0724 1.3653 1.7199
C 0.6553 0.7379 0.7828
N -0.7292 0.4394 0.7387
C -1.3326 0.3683 2.0327
O -1.8543 -0.6831 2.3359
H 1.1722 0.1997 -0.0064
H -1.2004 -0.2178 0.1334
H -0.9385 1.0698 2.7803
H 0.8186 -3.9907 -0.6765
H 0.6608 -2.7410 0.1977
O 0.8980 -3.0311 -0.6828
H -0.4927 2.1329 -3.1492
H 0.8719 2.5438 -2.9030
O 0.3984 1.8066 -3.3034
*
```

(3)
# C17H15BrO2Pt

A molecular structure, C17H15BrO2Pt (the ωB97M-V functional and the def2-TZVPD basis, OMol25).

⟨S²⟩: 2.018
E_LUMO (spin up / spin down) in eV: 4.75 / 4.75
M in g mol⁻¹: 526.29
Frontier orbital gap (spin up / spin down) in eV: 4.442 / 4.317
Largest force on an atom in hartree/bohr: 0.0754
ΔE to the lowest compared entry with this formula, charge and spin in kcal per mole: 13.6

```
! wB97M-V def2-TZVPD RIJCOSX def2/J DEFGRID3
* xyz -2 3
C -1.6000 -0.6898 -1.1130
C -1.2775 -1.1742 0.2455
C -1.5698 -0.0657 1.1600
H -1.0086 -2.1895 0.5249
C -1.9468 1.0556 0.3901
C -1.8714 0.7440 -1.0044
H -2.3045 1.3506 -1.7836
H -1.6589 -1.3722 -1.9414
H -1.7126 -0.2236 2.2185
H -2.2748 1.9770 0.8628
Pt 0.5561 -0.5546 -0.7217
Br 1.3196 -2.0107 -2.3884
C 2.5372 0.6658 -4.0680
C 1.4270 1.4404 -4.4592
C 0.4158 0.5531 -4.9884
H 1.3126 2.5219 -4.3334
C 0.9130 -0.7565 -4.9443
C 2.2683 -0.7010 -4.3915
H 2.9886 -1.5289 -4.2749
H 3.4762 1.0146 -3.6286
H -0.5847 0.8504 -5.3264
H 0.3945 -1.6769 -5.2449
O 0.8210 -2.2616 1.9522
C 1.0830 -1.0868 2.2570
O 1.2578 -0.1715 1.3124
C 1.1952 -0.7399 3.7288
C 1.0323 0.5417 4.2990
C 1.1245 0.7013 5.6852
C 1.4328 -0.3645 6.5560
C 1.5042 -1.6341 5.9944
C 1.4040 -1.8144 4.6003
H 0.7758 1.3817 3.6629
H 1.0201 1.6765 6.1562
H 1.5210 -0.2478 7.6348
H 1.7036 -2.5110 6.6129
H 1.4233 -2.8424 4.2444
*
```

(4)
# C23H21IN3O6SW

A molecular structure, C23H21IN3O6SW (the ωB97M-V functional and the def2-TZVPD basis, OMol25).

⟨S²⟩: 2.022
E_LUMO (spin up / spin down) in eV: -4.15 / -6.24
M in g mol⁻¹: 778.25
Frontier orbital gap (spin up / spin down) in eV: 7.282 / 5.775
Largest force on an atom in hartree/bohr: 0.0029
ΔE to the lowest compared entry with this formula, charge and spin in kcal per mole: 0.0

```
! wB97M-V def2-TZVPD RIJCOSX def2/J DEFGRID3
* xyz 1 3
W 0.2248 0.6430 0.6625
C -0.9406 -1.8260 4.3173
C 0.4619 -2.1133 3.8820
N 1.1637 -3.0179 4.5331
C 2.4190 -3.2914 4.1488
C 3.0583 -2.6673 3.1037
C 4.4803 -3.0113 2.7402
O 4.6364 -3.2937 1.3555
C 2.3284 -1.6970 2.3872
C 2.9389 -0.9398 1.3227
N 2.2642 -0.0992 0.6298
C 2.7603 0.8392 -0.2978
C 3.9194 0.8876 -1.0410
C 4.0473 1.9884 -1.8840
C 3.0499 2.9683 -1.9819
C 1.8828 2.8838 -1.2444
C 1.7249 1.7762 -0.4041
I 1.4597 2.6865 2.2348
C 1.0174 -1.4329 2.7770
O 0.2242 -0.5582 2.1403
H -1.1422 -2.3613 5.2405
H -1.6540 -2.1523 3.5575
H -1.0970 -0.7576 4.4680
H 2.9317 -4.0554 4.7225
H 4.8230 -3.8407 3.3619
H 5.1415 -2.1674 2.9474
H 4.2811 -4.1690 1.1681
H 4.0010 -1.0556 1.1305
H 4.6833 0.1231 -0.9914
H 4.9417 2.0905 -2.4840
H 3.1999 3.8013 -2.6554
H 1.1099 3.6366 -1.3245
C -4.7563 1.0878 -5.2478
C -4.1086 1.3290 -3.9164
C -2.7432 1.1076 -3.7356
C -2.1451 1.3013 -2.5046
C -2.9306 1.7290 -1.4384
C -4.2924 1.9719 -1.5919
C -4.8681 1.7681 -2.8318
S -2.2458 1.9256 0.1512
O -3.0527 2.8006 0.9231
O -0.7912 2.3577 -0.0306
N -1.8933 0.5199 0.8171
C -2.4298 -0.7240 0.2860
C -1.4427 -1.3047 -0.7249
O -1.6534 -2.2215 -1.4476
O -0.2248 -0.6659 -0.6943
H -4.0196 1.0442 -6.0474
H -5.4777 1.8704 -5.4802
H -5.2951 0.1383 -5.2361
H -2.1405 0.7810 -4.5730
H -1.0827 1.1355 -2.3846
H -4.8781 2.3257 -0.7545
H -5.9255 1.9595 -2.9637
H -3.4014 -0.6073 -0.1927
H -2.5423 -1.4470 1.0957
*
```